(1)
{"formula": "C3H8N2O", "method": "ωB97M-V/def2-TZVPD", "elements": ["C", "C", "C", "N", "N", "O", "H", "H", "H", "H", "H", "H", "H", "H"], "xyz": [[-0.3233, 0.1972, 0.9602], [-1.5250, 0.0846, -0.4023], [1.7666, -0.7187, 0.2717], [0.8866, 0.4258, 0.3736], [-0.9100, 0.8572, -1.3681], [0.3526, 0.5919, -1.5128], [-1.1247, 1.8568, -1.3373], [-0.4949, -0.7759, 1.4381], [-0.6831, 1.0303, 1.5564], [-1.4930, -0.9718, -0.6410], [-2.5014, 0.4451, -0.0967], [2.3285, -0.8097, 1.2095], [2.4806, -0.5447, -0.5353], [1.2407, -1.6680, 0.0839]], "forces_ev_per_a": [[-1.036, -0.170, -0.894], [0.915, -0.014, 0.609], [-0.097, -0.022, -0.245], [0.213, 0.246, -0.491], [0.156, 0.317, -0.020], [-0.255, -0.335, 0.942], [0.148, -0.176, 0.091], [0.217, 0.119, 0.001], [-0.077, 0.036, 0.040], [-0.028, -0.050, 0.021], [-0.044, -0.012, -0.054], [-0.088, 0.015, -0.115], [-0.052, -0.043, 0.089], [0.027, 0.088, 0.027]], "gap_ev": 9.157, "molar_mass_g_mol": 88.11, "homo_energy_ev": -8.59, "relative_energy_ev": 5.282}

---

(2)
{"formula": "C3H8N2O", "method": "ωB97M-V/def2-TZVPD", "elements": ["C", "C", "N", "C", "N", "O", "H", "H", "H", "H", "H", "H", "H", "H"], "xyz": [[-0.6980, 0.1438, -1.3500], [0.3991, 0.1268, -0.2523], [1.6546, -0.5671, -0.7872], [-0.0822, -0.3583, 1.2109], [-1.3098, 0.3081, 1.6460], [0.4920, -1.2220, 1.8029], [-0.2478, -0.3121, -2.3742], [-1.5768, -0.4882, -1.0820], [-0.9492, 1.1375, -1.3786], [0.8440, 1.1508, -0.0638], [2.4806, 0.0611, -0.8100], [1.8842, -1.4798, -0.2801], [-1.0769, 0.6051, 2.5884], [-1.8140, 0.8944, 1.1302]], "forces_ev_per_a": [[1.393, -3.547, -0.664], [2.534, -0.374, 0.417], [-0.309, -1.103, 1.278], [-1.345, 1.122, -3.315], [5.002, -4.312, 3.471], [-0.197, 0.430, 0.759], [-1.042, 1.474, 2.521], [0.562, 0.501, -0.147], [-1.189, 2.304, -0.994], [-1.228, -0.660, -0.187], [-0.983, -0.827, 0.434], [-0.420, 1.980, -0.776], [-0.945, 0.020, 0.035], [-1.832, 2.993, -2.832]], "gap_ev": 10.009, "molar_mass_g_mol": 88.11, "homo_energy_ev": -9.18, "relative_energy_ev": 1.904, "smiles": "C[C@H](N)C(N)=O"}

---

(3)
{"formula": "C3H8N2O", "method": "ωB97M-V/def2-TZVPD", "elements": ["C", "N", "C", "O", "C", "N", "H", "H", "H", "H", "H", "H", "H", "H"], "xyz": [[-0.6788, -0.5257, -1.9351], [-0.0318, 0.3827, -1.0051], [-0.5396, 0.6404, 0.2813], [-1.7307, 0.4818, 0.5062], [0.3642, 0.7236, 1.5189], [1.2325, -0.4076, 1.6810], [-1.0388, 0.0477, -2.7423], [-1.4980, -1.1206, -1.4929], [-0.1246, -1.4356, -2.3150], [0.9014, 0.6292, -1.1733], [1.0050, 1.6843, 1.4307], [-0.3092, 0.7046, 2.4480], [0.6809, -1.2259, 1.9492], [1.7676, -0.5790, 0.8485]], "forces_ev_per_a": [[-0.244, -1.822, 0.433], [-0.734, -0.318, 1.853], [-1.409, -2.023, -0.129], [0.240, 0.351, -0.513], [0.492, 1.987, 0.379], [-0.002, -0.483, 0.399], [-0.643, 0.264, -1.206], [-0.057, 1.170, 0.327], [0.614, 1.487, 0.343], [1.286, 0.153, -0.241], [-0.982, -1.322, 0.556], [0.849, 0.721, -1.646], [0.439, 0.224, -0.394], [0.150, -0.390, -0.162]], "gap_ev": 9.930, "molar_mass_g_mol": 88.11, "homo_energy_ev": -9.10, "relative_energy_ev": 1.535, "smiles": "CNC(=O)CN"}

---

(4)
{"formula": "C3H8N2O", "method": "ωB97M-V/def2-TZVPD", "elements": ["C", "C", "O", "N", "C", "N", "H", "H", "H", "H", "H", "H", "H", "H"], "xyz": [[-0.1140, 1.2611, -1.9352], [-0.3420, 1.1550, -0.4595], [-0.6140, 2.0825, 0.2718], [-0.1807, -0.1148, 0.0233], [0.3375, -0.5219, 1.3133], [0.2592, -1.9759, 1.3575], [-0.6219, 0.4576, -2.4723], [-0.3610, 2.2651, -2.2752], [0.9319, 1.0538, -2.1570], [-0.0596, -0.8929, -0.6097], [1.3823, -0.2271, 1.3768], [-0.2097, -0.0117, 2.1099], [-0.6942, -2.2559, 1.1267], [0.2865, -2.2749, 2.3295]], "forces_ev_per_a": [[0.097, -0.037, -0.375], [0.058, -0.454, 0.597], [0.241, 0.297, -0.046], [0.043, -1.158, -0.170], [-0.344, 0.711, 0.213], [-0.670, -0.347, 0.452], [-0.414, 0.307, -0.057], [-0.179, -0.242, -0.153], [0.238, 0.238, 0.195], [0.148, 0.447, -0.488], [0.228, -0.009, 0.211], [-0.051, 0.009, -0.040], [0.028, 0.197, -0.315], [0.576, 0.039, -0.024]], "gap_ev": 10.466, "molar_mass_g_mol": 88.11, "homo_energy_ev": -9.54, "relative_energy_ev": 0.778, "smiles": "CC(=O)NCN"}

---

(5)
{"formula": "C3H8N2O", "method": "ωB97M-V/def2-TZVPD", "elements": ["C", "C", "N", "C", "N", "O", "H", "H", "H", "H", "H", "H", "H", "H"], "xyz": [[-0.3919, -1.9654, 0.0223], [-0.0350, -0.6799, 0.0105], [-0.7969, 0.3869, 0.4190], [-0.8084, 1.6158, -0.3569], [1.3327, -0.3111, -0.3496], [1.9734, 0.7616, 0.3159], [0.3406, -2.7449, -0.0778], [-1.4236, -2.2568, 0.0921], [-1.7768, 0.0115, 0.5630], [0.2106, 1.9837, -0.4453], [-1.4135, 2.3465, 0.1778], [-1.2398, 1.4828, -1.3551], [1.9485, -1.1180, -0.2588], [2.0802, 0.4873, 1.2427]], "forces_ev_per_a": [[-0.036, 0.040, -0.164], [2.343, 0.622, 0.462], [-2.426, -0.863, 0.150], [-0.004, 0.181, -0.203], [-0.577, -0.784, -0.211], [-0.417, -0.377, 0.470], [0.159, -0.130, -0.098], [-0.225, -0.011, 0.079], [1.574, 0.849, -0.016], [-0.134, 0.090, -0.044], [0.085, 0.047, 0.005], [0.090, -0.007, -0.019], [-0.306, 0.141, -0.292], [-0.124, 0.202, -0.119]], "gap_ev": 9.050, "molar_mass_g_mol": 88.11, "homo_energy_ev": -8.13, "relative_energy_ev": 3.473, "smiles": "C=C(NC)NO"}

---

(6)
{"formula": "C3H8N2O", "method": "ωB97M-V/def2-TZVPD", "elements": ["C", "C", "C", "N", "N", "O", "H", "H", "H", "H", "H", "H", "H", "H"], "xyz": [[0.0621, -0.0935, 0.6796], [0.7763, -1.0450, 1.7103], [-1.4557, -0.3520, 0.5934], [0.7521, 0.6364, -0.0619], [0.6198, 1.5303, -2.7750], [-0.4461, 1.2761, -2.0772], [1.6567, -0.6920, 2.2124], [-0.0582, -1.3798, 2.2794], [1.2442, -1.8906, 1.0995], [-1.7744, 0.3865, 1.3195], [-1.7750, -1.4716, 0.7943], [-1.8618, -0.0634, -0.3778], [1.0823, 2.3879, -2.6589], [1.1775, 0.7709, -2.7376]], "forces_ev_per_a": [[1.074, -1.488, -0.496], [0.353, -0.531, -2.612], [0.373, -1.004, -0.322], [-0.523, -0.102, 0.686], [-3.259, 0.452, 0.283], [0.082, 0.897, -0.467], [-0.134, 0.812, 0.627], [0.067, -0.637, 1.145], [-1.156, 0.771, 0.649], [-0.956, -0.366, 0.437], [0.824, 2.450, -0.008], [0.231, 0.041, 0.094], [0.334, 1.633, 0.374], [2.690, -2.928, -0.392]], "gap_ev": [9.397, 9.339], "molar_mass_g_mol": 88.11, "homo_energy_ev": [-8.83, -9.02], "relative_energy_ev": 5.959}